{"formula": "C27H63F3N10O15P3Ti", "method": "the ωB97M-V functional and the def2-TZVPD basis", "total_energy_ev": -133768.674, "largest_force_ev_per_a": 2.49, "molar_mass_g_mol": 965.64, "spin_multiplicity": 4, "gap_ev": [4.01, 8.32], "de_lowest_ev": 1.540, "elements": ["Ti", "P", "P", "P", "F", "F", "F", "O", "O", "O", "O", "O", "O", "O", "O", "O", "O", "O", "O", "O", "O", "O", "N", "N", "N", "N", "N", "N", "N", "N", "N", "N", "C", "C", "C", "C", "C", "C", "C", "C", "C", "C", "C", "C", "C", "C", "C", "C", "C", "C", "C", "C", "C", "C", "C", "C", "C", "C", "C", "H", "H", "H", "H", "H", "H", "H", "H", "H", "H", "H", "H", "H", "H", "H", "H", "H", "H", "H", "H", "H", "H", "H", "H", "H", "H", "H", "H", "H", "H", "H", "H", "H", "H", "H", "H", "H", "H", "H", "H", "H", "H", "H", "H", "H", "H", "H", "H", "H", "H", "H", "H", "H", "H", "H", "H", "H", "H", "H", "H", "H", "H", "H"], "coordinates": [[11.23, 4.81, -17.05], [13.03, 8.24, -17.22], [12.19, 4.62, -13.55], [7.92, 3.47, -17.48], [17.92, 2.62, -18.77], [13.60, -0.33, -15.39], [15.45, 6.96, -21.96], [12.19, 9.24, -22.59], [15.36, 0.14, -16.74], [19.78, 6.56, -18.91], [12.58, 7.09, -23.12], [12.39, 6.91, -17.31], [13.09, 3.61, -17.89], [14.36, -0.11, -18.72], [18.33, 5.58, -20.29], [14.14, 4.04, -19.75], [8.99, 4.50, -17.44], [18.64, 4.75, -18.26], [12.21, 4.94, -19.35], [13.60, 7.98, -21.37], [16.60, 0.01, -18.63], [11.67, 5.19, -14.81], [12.61, 9.20, -18.51], [13.16, 4.19, -19.01], [13.86, 4.60, -13.60], [6.97, 3.44, -16.12], [11.68, 3.06, -13.29], [11.76, 5.56, -12.26], [12.52, 9.10, -15.87], [14.67, 8.37, -17.01], [8.53, 1.94, -17.72], [6.87, 3.57, -18.75], [5.52, 3.26, -16.22], [13.39, -0.39, -17.73], [14.34, 4.23, -14.95], [13.22, 10.26, -15.33], [15.55, 0.01, -18.09], [7.20, 2.87, -20.00], [15.32, 7.87, -15.78], [17.64, 3.94, -18.84], [11.26, 8.94, -19.05], [12.20, 5.28, -10.92], [17.55, 4.40, -20.30], [13.28, 5.99, -22.49], [10.41, 2.63, -13.85], [13.98, 0.33, -16.53], [12.49, 2.02, -12.64], [9.97, 1.71, -17.70], [7.84, 0.78, -17.20], [14.18, 6.70, -21.50], [11.09, 9.10, -15.59], [13.32, 10.29, -19.19], [18.98, 5.73, -19.13], [12.76, 8.21, -22.40], [10.94, 6.76, -12.40], [6.20, 4.84, -18.98], [14.77, 4.10, -12.56], [7.37, 4.31, -15.00], [15.59, 8.35, -18.18], [8.04, 0.55, -16.14], [14.29, 6.24, -20.53], [15.15, 6.80, -15.67], [8.45, 4.46, -15.07], [16.35, 8.20, -15.79], [16.54, 4.46, -20.70], [10.80, 8.07, -15.77], [6.94, 5.32, -15.13], [15.44, 9.32, -18.61], [12.36, -0.10, -17.88], [13.37, 10.13, -14.26], [15.28, 3.23, -12.96], [7.06, 3.84, -14.08], [10.41, 1.56, -14.07], [10.81, 9.91, -19.28], [10.34, 1.62, -16.67], [14.15, 5.06, -15.63], [12.49, 5.37, -22.08], [11.55, 7.59, -12.03], [14.21, 10.37, -15.77], [9.59, 2.80, -13.14], [13.84, 3.33, -15.32], [12.64, 11.17, -15.50], [15.42, 4.16, -14.95], [13.21, 1.68, -13.40], [8.09, -0.15, -17.73], [13.90, 5.50, -23.25], [6.67, 5.38, -19.82], [16.63, 8.35, -17.87], [17.97, 3.61, -20.93], [7.16, 1.79, -19.89], [5.12, 4.82, -19.07], [12.40, 4.21, -10.78], [10.55, 9.80, -16.25], [10.53, 2.48, -18.24], [15.43, 7.49, -18.83], [12.62, 10.83, -19.82], [11.33, 8.36, -19.97], [14.77, 8.21, -14.90], [6.44, 3.11, -20.75], [5.12, 2.98, -15.25], [10.15, 3.26, -14.70], [14.37, 3.95, -11.56], [12.98, 2.28, -11.71], [6.52, 5.57, -18.22], [10.60, 8.41, -18.36], [10.18, 0.75, -18.17], [10.53, 6.92, -13.39], [10.82, 9.35, -14.56], [8.18, 3.21, -20.34], [5.02, 4.17, -16.56], [10.06, 6.67, -11.76], [13.69, 11.00, -18.44], [5.30, 2.43, -16.88], [13.42, -1.45, -17.48], [13.13, 5.82, -10.72], [15.53, 4.87, -12.37], [6.78, 0.92, -17.40], [11.86, 1.14, -12.50], [13.72, 1.39, -16.43], [14.09, 9.84, -19.81], [11.44, 5.42, -10.14], [16.76, 4.13, -18.22]], "lowdin_spin": [2.42, 0.01, 0.01, 0.01, 0.00, 0.00, 0.00, 0.00, 0.00, 0.00, 0.00, 0.04, 0.03, 0.00, 0.00, 0.04, 0.07, 0.00, 0.02, 0.00, 0.00, 0.07, 0.00, 0.05, 0.00, 0.00, 0.01, 0.00, 0.00, 0.00, 0.00, 0.00, 0.00, 0.00, 0.01, 0.00, 0.00, 0.00, 0.00, 0.00, 0.00, 0.00, 0.00, 0.00, 0.03, 0.00, 0.00, 0.05, 0.00, 0.00, 0.00, 0.00, 0.00, 0.00, 0.00, 0.00, 0.00, 0.01, 0.00, 0.00, 0.00, 0.00, 0.01, 0.00, 0.00, 0.00, 0.00, 0.00, 0.00, 0.00, 0.00, 0.00, 0.00, 0.00, 0.02, 0.00, 0.00, 0.00, 0.00, 0.00, 0.01, 0.00, 0.00, 0.00, 0.00, 0.00, 0.00, 0.00, 0.00, 0.00, 0.00, 0.00, 0.00, 0.02, 0.00, 0.00, 0.00, 0.00, 0.00, 0.00, 0.03, 0.00, 0.00, 0.00, 0.00, 0.00, 0.00, 0.00, 0.00, 0.00, 0.00, 0.00, 0.00, 0.00, 0.00, 0.00, 0.00, 0.00, 0.00, 0.00, 0.00, 0.00]}